86
Properties=species:S:1:pos:R:3 method="wB97M-V/def2-TZVPD" homo_lumo_gap_ev="6.62 / 6.68" e_above_lowest_kj_mol=17.3 mol_weight_g_mol=769.6 energy_ev=-156583.4433 charge=+1 homo_ev="-9.9 / -10.1" multiplicity=4
Cr 0.857 -0.219 0.307
C 1.141 4.362 3.916
O 1.199 3.208 3.098
C 1.720 2.081 3.656
C 2.112 1.966 4.971
C 2.621 0.757 5.469
C 2.736 -0.322 4.637
C 2.318 -0.236 3.294
C 2.609 -1.335 2.408
N 2.115 -1.433 1.231
N 2.752 -2.299 0.330
C 2.798 -1.680 -0.814
O 2.251 -0.505 -1.006
C 3.462 -2.332 -1.966
C 3.975 -3.623 -1.851
C 4.532 -4.245 -2.954
C 4.588 -3.582 -4.175
C 4.094 -2.291 -4.287
C 3.529 -1.666 -3.185
C 1.808 0.969 2.772
O 1.380 1.128 1.540
H 0.725 5.153 3.297
H 2.137 4.659 4.255
H 0.495 4.208 4.785
H 2.034 2.814 5.636
H 2.932 0.695 6.502
H 3.153 -1.255 4.995
H 3.367 -2.062 2.692
H 3.924 -4.128 -0.896
H 4.927 -5.249 -2.865
H 5.021 -4.072 -5.038
H 4.142 -1.773 -5.236
H 3.131 -0.664 -3.258
Br 1.197 -3.812 -6.223
C 0.726 -3.199 -4.502
C 0.761 -4.075 -3.431
C 0.433 -3.613 -2.166
C 0.080 -2.283 -1.989
C 0.068 -1.403 -3.062
C 0.376 -1.867 -4.328
N -0.216 -1.777 -0.687
C -1.071 -2.381 0.034
C -1.386 -1.850 1.362
C -2.304 -2.456 2.194
C -2.593 -1.854 3.414
C -1.968 -0.667 3.731
C -1.053 -0.124 2.837
N -0.749 -0.709 1.685
H 1.066 -5.102 -3.576
H 0.511 -4.271 -1.309
H -0.166 -0.362 -2.889
H 0.368 -1.196 -5.176
H -1.605 -3.258 -0.328
H -2.785 -3.376 1.891
H -3.308 -2.301 4.091
H -2.182 -0.147 4.653
H -0.558 0.813 3.047
O -0.035 1.133 -0.939
C 0.029 2.371 -1.031
C -0.069 3.051 -2.362
C -1.397 3.857 -2.323
C -2.503 3.271 -1.410
C -2.435 3.620 0.095
C -1.270 2.980 0.856
N -0.063 3.179 0.039
H -0.069 2.293 -3.143
H 0.785 3.710 -2.533
H -1.779 3.921 -3.341
H -1.194 4.886 -2.014
H -2.540 2.185 -1.535
H -3.457 3.652 -1.779
H -3.369 3.325 0.578
H -2.373 4.709 0.193
H -1.420 1.910 0.981
H -1.121 3.420 1.840
H 0.067 4.154 -0.199
N -5.438 0.050 -1.472
C -5.575 0.401 -0.060
C -4.222 0.390 0.644
O -4.076 0.612 1.815
O -3.189 0.125 -0.163
H -5.826 0.755 -2.083
H -5.883 -0.829 -1.694
H -3.589 -0.018 -1.054
H -6.231 -0.275 0.488
H -5.986 1.403 0.070